Record 1
DFT (ωB97M-V/def2-TZVPD) results for 7 unconnected molecules or ions with the total composition C36H46O6S2.

XYZ file:
```
90
Properties=species:S:1:pos:R:3:forces:R:3:mulliken_charge:R:1
C -3.30722 -1.43874 -10.97712 -0.675 0.336 0.067 -1.22
C -4.62688 -1.13559 -10.21859 1.303 -0.795 0.102 -0.17
O -5.04903 0.18033 -10.53662 -1.533 0.778 -0.583 -0.27
S -6.54005 0.60729 -10.01979 0.177 -1.076 3.136 1.10
C -5.93560 1.90805 -8.82312 -1.456 0.359 -1.516 -0.90
O -7.25458 1.20773 -11.11689 0.641 -0.581 0.897 -0.59
O -7.13851 -0.47908 -9.18194 1.347 2.182 -2.474 -0.59
H -2.94950 -2.44382 -10.75358 -0.293 -0.088 -0.057 0.37
H -2.47094 -0.77689 -10.75196 -0.280 0.268 0.291 0.33
H -3.50149 -1.33480 -12.04461 0.053 -0.215 -0.044 0.30
H -5.40616 -1.83933 -10.51110 0.153 -0.096 0.145 0.35
H -4.47837 -1.14992 -9.13885 -0.001 -0.436 0.046 0.31
H -6.62697 2.06193 -7.99459 0.148 -0.779 0.141 0.33
H -6.15581 2.78144 -9.43697 0.755 0.337 -0.017 0.34
H -4.88424 1.81262 -8.55176 -0.342 -0.211 -0.140 0.30
C -0.56264 -7.53630 -19.81532 0.439 0.129 -2.245 -1.06
C 0.88427 -7.41289 -19.41930 -0.345 -0.475 0.112 -0.24
O 0.90266 -6.67055 -18.22950 0.666 2.937 1.663 -0.34
S 0.92256 -5.01048 -18.39738 1.005 0.095 0.248 1.19
C 2.66321 -4.75597 -19.03158 -0.944 -0.028 -1.481 -1.02
O -0.03037 -4.61563 -19.44534 1.648 -0.621 2.011 -0.58
O 0.91347 -4.44312 -17.04820 -0.543 -1.232 -2.293 -0.60
H -0.66254 -6.68389 -20.48727 -0.882 0.039 0.133 0.32
H -1.32416 -7.48984 -19.03685 0.475 -0.243 0.089 0.28
H -0.64248 -8.40256 -20.47208 -0.475 -0.241 0.214 0.35
H 1.37091 -8.36745 -19.21907 -0.018 0.033 0.279 0.34
H 1.49618 -6.89450 -20.15751 -0.141 -0.149 -0.374 0.26
H 3.37318 -5.55625 -18.82282 -0.257 0.248 0.875 0.36
H 3.00766 -3.73183 -18.88815 -0.117 -0.221 0.976 0.38
H 2.62134 -4.76150 -20.12077 -0.518 -0.269 -0.203 0.36
C -7.21612 -5.29955 -14.35642 1.480 -1.106 -0.417 -0.66
C -7.59750 -6.62907 -14.16411 -1.257 1.351 0.522 -0.18
C -6.95389 -7.65707 -14.77008 2.589 -0.517 -1.046 -0.55
C -5.76033 -7.40962 -15.50808 0.001 1.067 0.874 -0.18
C -5.19406 -6.09116 -15.56755 -1.908 -2.480 0.674 -0.52
C -5.99240 -5.09436 -15.02916 -0.161 1.149 0.348 -0.14
H -7.74036 -4.50066 -13.85307 0.026 0.126 -0.197 0.38
H -8.42752 -6.83057 -13.50314 -0.199 -0.086 0.008 0.36
H -7.15633 -8.69021 -14.52916 -0.461 -0.061 -0.217 0.40
H -5.21652 -8.26984 -15.86961 0.129 0.015 -0.161 0.34
H -4.16324 -5.95351 -15.85883 -0.170 0.259 -0.416 0.43
H -5.59478 -4.09110 -15.07117 -0.064 0.271 0.044 0.33
C -6.31847 -13.16422 -14.36477 0.096 -0.594 -0.449 -0.26
C -5.84758 -12.89473 -13.10961 -0.366 0.515 1.620 -0.44
C -6.74539 -12.78806 -12.04988 0.068 0.445 0.027 -0.28
C -8.09613 -12.94815 -12.25333 -0.380 -0.644 -0.636 -0.40
C -8.60377 -13.27342 -13.51811 1.710 -0.216 -0.355 -0.33
C -7.67129 -13.41564 -14.60456 -1.067 0.596 1.404 -0.52
H -5.52383 -13.25234 -15.09084 -0.428 -0.084 -0.681 0.37
H -4.79986 -12.73633 -12.90081 0.135 -0.034 -0.242 0.36
H -6.47534 -12.50459 -11.04334 0.578 -0.148 0.021 0.35
H -8.73208 -12.93276 -11.38055 -0.310 0.213 -0.095 0.36
H -9.66417 -13.47304 -13.56392 -0.026 0.000 -0.580 0.42
H -8.01967 -13.67545 -15.59327 -0.017 -0.022 -0.038 0.37
C -3.70895 2.27311 -18.03627 0.598 0.259 -1.581 -0.37
C -2.97424 1.64807 -17.04754 -0.929 -0.547 0.071 -0.39
C -1.65670 1.29051 -17.26187 -0.512 -0.289 0.351 -0.28
C -1.01009 1.60193 -18.44173 0.253 -0.136 0.988 -0.29
C -1.67233 2.35690 -19.38875 -0.447 -0.688 -0.211 -0.46
C -3.04546 2.57976 -19.22720 0.826 0.537 -0.058 -0.24
H -4.76781 2.48574 -18.03951 -0.089 -0.186 0.605 0.35
H -3.51720 1.22752 -16.21403 0.158 0.288 0.447 0.32
H -1.19468 0.66782 -16.51007 0.279 0.011 -0.018 0.34
H -0.02861 1.15569 -18.50469 0.316 0.509 -0.636 0.34
H -1.17296 2.63575 -20.30486 -0.068 0.013 -0.131 0.34
H -3.53947 3.00203 -20.08978 -0.390 0.227 0.178 0.33
C -14.56839 -9.78622 -13.53982 0.051 -0.119 -1.314 -0.26
C -15.53705 -10.73020 -13.18238 1.601 -0.591 -0.958 -0.47
C -15.50059 -11.97546 -13.85147 -0.299 0.274 -0.387 -0.23
C -14.64453 -12.22103 -14.93731 -0.871 1.239 1.308 -0.43
C -13.77714 -11.19568 -15.32926 0.265 -1.522 -0.212 -0.26
C -13.67525 -10.00711 -14.64884 -1.294 0.047 1.509 -0.45
H -14.60926 -8.82600 -13.04717 0.337 0.107 0.071 0.34
H -16.22021 -10.52023 -12.37269 -0.090 -0.121 -0.033 0.37
H -16.22151 -12.73645 -13.59154 -0.051 -0.110 0.170 0.33
H -14.71494 -13.15857 -15.46878 0.170 -0.007 -0.029 0.38
H -13.12774 -11.49510 -16.13859 0.281 0.622 -0.247 0.32
H -12.93589 -9.28065 -14.95214 -0.090 0.179 0.123 0.38
C -7.63266 -6.08206 -6.91713 0.413 0.202 0.658 -0.32
C -7.42229 -6.54771 -5.61366 0.474 -1.438 -1.151 -0.35
C -6.83258 -7.82189 -5.46299 0.991 0.807 0.265 -0.37
C -6.18789 -8.51184 -6.51316 -0.972 2.319 0.230 -0.31
C -6.28091 -7.89448 -7.77537 -1.093 -0.712 -0.086 -0.36
C -7.12866 -6.78165 -8.01379 0.529 -1.039 1.032 -0.43
H -8.07165 -5.09731 -6.98004 -0.368 -0.043 -0.542 0.35
H -7.68716 -5.94034 -4.76081 -0.173 -0.148 0.061 0.36
H -6.61485 -8.15325 -4.45841 -0.330 -0.257 0.200 0.29
H -5.59729 -9.37174 -6.23361 0.031 -0.127 -0.531 0.37
H -5.84123 -8.37495 -8.63690 0.138 -0.051 -0.099 0.35
H -7.42670 -6.57461 -9.03099 0.363 0.493 -0.050 0.41
```
Positions in Å, forces in eV/Å.

The value obtained for the strongest force on any atom is 0.0693 Eh/bohr. Its frontier orbital gap is 9.50 eV. As for the SMILES: CCOS(C)(=O)=O.CCOS(C)(=O)=O.c1ccccc1.c1ccccc1.c1ccccc1.c1ccccc1.c1ccccc1. The calculation puts the relative energy (zero: lowest compared OMol25 entry of this formula, charge and spin) at 0.0 kcal/mol. As for the total energy: -72028.961 eV. The spin multiplicity is 1.

=====

Record 2
DFT (ωB97M-V/def2-TZVPD) results for a molecular structure, C36H47CuN5P2.

XYZ file:
```
91
Properties=species:S:1:pos:R:3:forces:R:3:mulliken_spin:R:1
Cu 0.38866 0.31016 2.13864 0.509 -0.297 0.445 0.25
C -1.68010 1.86507 -5.91917 -0.417 -0.169 0.144 0.00
C -1.76441 0.61291 -5.45934 -0.477 0.423 -0.252 0.00
C -0.98717 -0.57676 -5.92866 0.318 -0.288 -0.115 0.00
C 0.43250 -0.30139 -6.48082 -0.097 -0.394 -0.066 0.00
C 1.27287 0.57502 -5.59224 0.358 0.221 0.088 0.00
C 1.34027 1.90925 -5.62720 0.393 -0.278 -0.178 0.00
C 0.60672 2.81836 -6.57930 -0.172 0.188 0.005 0.00
C -0.79932 2.36031 -7.03198 0.106 0.340 -0.231 0.00
C 2.04941 0.51856 3.30868 0.290 0.208 1.064 0.46
H -2.34590 2.64195 -5.51588 0.219 -0.474 0.065 0.00
H -2.53723 0.36526 -4.72462 0.266 0.270 -0.096 0.00
H -1.56146 -1.10537 -6.70897 0.097 0.065 0.240 0.00
H -0.89755 -1.28425 -5.08820 -0.048 0.160 -0.187 0.00
H 0.93772 -1.28009 -6.54628 -0.167 0.325 -0.164 0.00
H 0.36410 0.09511 -7.50180 0.156 -0.163 0.344 0.00
H 1.91767 0.01475 -4.90211 -0.236 0.427 -0.051 0.00
H 2.05559 2.43447 -4.98411 -0.268 -0.356 -0.013 0.00
H 1.21651 2.97972 -7.48531 -0.079 -0.001 0.282 0.00
H 0.50986 3.80685 -6.10173 0.053 -0.276 -0.113 0.00
H -1.29042 3.25039 -7.46064 0.156 -0.378 -0.034 0.00
H -0.71187 1.62183 -7.83874 -0.153 0.266 0.245 0.00
H 1.67210 1.06542 4.18212 0.361 -0.174 -0.215 -0.02
H 2.86396 1.10248 2.85843 -0.141 -0.225 0.079 -0.03
H 2.40826 -0.47601 3.60281 -0.038 0.262 0.058 0.00
P 1.93881 -0.37363 0.67744 1.326 0.469 -1.119 0.09
P -1.05957 -0.57829 0.63091 -2.811 -0.352 -1.000 0.09
N 2.94954 0.89218 0.08776 0.431 0.331 -0.111 -0.01
N 3.09370 -1.64659 1.03585 0.022 -0.159 0.332 0.00
N -1.80330 0.59415 -0.43858 0.200 0.555 -0.011 0.00
N -2.50880 -1.50232 0.90773 -0.210 -0.943 0.343 0.00
C 1.20217 -0.96019 -0.88195 0.014 -0.534 -0.376 0.04
C -0.15641 -1.61524 -0.56508 0.228 -0.256 -0.303 -0.01
C 2.88016 2.23570 0.48767 0.664 -0.070 -0.711 -0.01
C 3.78953 2.96213 -0.26370 -0.591 -0.927 0.309 0.01
C 4.43860 2.04697 -1.16119 -0.739 -0.825 0.499 0.00
C 3.90276 0.78909 -0.93283 0.006 0.985 0.271 0.00
C 4.10428 -1.61121 2.01259 0.005 -0.834 -0.296 0.00
C 4.75169 -2.83775 2.03243 -0.716 0.778 -0.483 0.00
C 4.13628 -3.66186 1.03417 -0.703 0.792 -0.075 0.00
C 3.10998 -2.92806 0.46834 0.604 -0.017 0.259 0.00
C -2.14092 1.89122 -0.03447 -0.003 0.127 -0.917 0.01
C -2.50352 2.63216 -1.14725 0.297 -0.840 0.547 0.00
C -2.41811 1.76434 -2.28061 0.170 -0.798 0.663 0.00
C -2.02927 0.51720 -1.81545 0.176 0.767 -0.142 0.00
C -3.50724 -1.89475 0.00469 -0.204 -0.467 0.588 0.01
C -4.31702 -2.84095 0.61680 0.947 0.645 -0.153 0.00
C -3.79056 -3.07060 1.92865 0.792 0.668 -0.288 0.01
C -2.68448 -2.24983 2.07738 -0.708 -0.282 -0.657 0.00
H 1.88514 -1.64909 -1.39521 -0.277 0.213 -0.126 0.00
H 1.06738 -0.07901 -1.53004 0.030 -0.153 0.309 0.01
H -0.74050 -1.79863 -1.47515 0.162 -0.040 0.268 0.01
H -0.02257 -2.58514 -0.05509 -0.050 0.248 -0.111 0.00
H 2.18984 2.53212 1.26456 0.113 0.002 -0.084 0.00
H 3.96947 4.02334 -0.18508 -0.042 -0.087 0.027 0.00
H 5.20261 2.28337 -1.88467 -0.033 -0.029 0.024 0.00
H 4.09282 -0.16636 -1.39835 0.098 0.083 0.059 0.00
H 4.25239 -0.72812 2.61420 0.064 -0.107 -0.157 -0.01
H 5.57113 -3.12470 2.67716 -0.094 0.175 -0.090 0.00
H 4.42199 -4.66359 0.74777 -0.118 0.069 0.100 0.00
H 2.39593 -3.19482 -0.29744 0.211 -0.080 0.141 0.00
H -2.12897 2.15500 1.00868 0.067 -0.044 -0.070 -0.01
H -2.80066 3.67128 -1.15485 0.015 -0.141 0.082 0.00
H -2.60599 2.01853 -3.31527 -0.051 -0.076 0.277 0.00
H -1.92250 -0.41986 -2.34578 0.138 0.281 0.005 0.00
H -3.56204 -1.46573 -0.98291 -0.059 0.036 0.113 0.00
H -5.17249 -3.33137 0.17346 0.084 0.153 0.000 0.00
H -4.16653 -3.76476 2.66612 0.014 0.130 -0.027 0.00
H -2.00238 -2.09715 2.89681 0.010 0.108 0.112 -0.01
C -2.18309 -2.23467 5.33817 0.129 0.284 -0.109 0.00
N -0.97644 -1.76934 4.64512 -0.129 -0.501 -0.108 0.01
C -0.01883 -2.83660 4.37513 0.117 0.237 0.224 0.00
C -0.38266 -0.56638 5.22710 -0.041 -0.317 0.024 -0.01
C -0.95588 0.73415 4.72225 -0.713 0.483 0.716 0.06
C -1.72893 1.49059 5.61679 0.333 -0.118 -0.482 0.01
C -2.26410 2.72129 5.22583 0.006 0.101 0.063 -0.01
C -1.94400 3.25573 3.97708 0.407 -0.341 -0.073 0.02
C -1.10187 2.51589 3.11614 -0.982 0.759 0.751 -0.15
C -0.70020 1.23401 3.44789 0.357 0.135 -0.414 0.20
H -2.29980 -3.31984 5.19878 -0.047 0.398 0.043 0.00
H -3.06970 -1.73391 4.92354 0.113 -0.092 0.182 0.00
H -2.14103 -2.01701 6.41855 -0.017 -0.136 -0.130 0.00
H 0.53947 -2.61382 3.45260 -0.018 -0.099 0.180 0.00
H 0.71060 -2.94682 5.19576 -0.052 -0.162 -0.135 0.00
H -0.55266 -3.78659 4.24700 0.238 0.237 -0.084 0.00
H -0.53636 -0.60877 6.31709 0.210 0.096 0.009 0.00
H 0.69737 -0.58075 5.04101 -0.269 -0.090 0.010 0.00
H -1.85302 1.08827 6.62482 -0.262 0.271 -0.201 0.00
H -2.89908 3.27251 5.91874 0.136 -0.060 -0.178 0.00
H -2.31768 4.23615 3.66766 0.123 -0.291 0.195 0.00
H -0.78518 2.97274 2.17918 -0.108 -0.033 0.156 0.00
```
Positions in Å, forces in eV/Å.

The value obtained for the strongest force on any atom is 0.0584 Eh/bohr. Its frontier orbital gap (spin up / spin down) is 6.03 / 8.00 eV. The calculation puts the relative energy (zero: lowest compared OMol25 entry of this formula, charge and spin) at 0.0 kcal/mol. As for the total energy: -108757.741 eV. The spin multiplicity is 2.

=====

Which value of strongest force on any atom does entry 2 give?
0.0584 Eh/bohr

=====

Among the records above, which one has the lowest strongest force on any atom?
C36H47CuN5P2